Density functional theory data (ωB97M-V with the def2-TZVPD basis set) for one molecule with the formula C14H12ClN5O.

Last column: natural (NBO) charge in e.
Cartesian coordinates (Å):
C1 5.103131 2.927657 0.505477  -0.375
C2 4.692149 1.683962 0.663681  -0.195
C3 4.426311 0.739335 -0.466900  -0.275
N1 3.101380 0.141092 -0.358488  -0.415
C4 2.019955 0.946476 -0.384316  0.332
N2 0.784418 0.587366 -0.287542  -0.501
C5 0.620661 -0.748301 -0.145107  0.318
C6 1.658551 -1.689687 -0.102202  -0.102
N3 1.094442 -2.913178 0.048611  -0.161
N4 -0.162282 -2.782893 0.097474  -0.030
N5 -0.511677 -1.481721 -0.015941  -0.205
C7 -1.850069 -1.079078 0.009315  0.202
C8 -2.844352 -2.041087 0.146568  -0.225
C9 -4.167705 -1.647200 0.171724  -0.189
C10 -4.535879 -0.310946 0.063355  -0.041
C11 -5.968669 0.111246 0.090868  -0.630
C12 -3.514500 0.628578 -0.072819  -0.014
Cl1 -3.910704 2.305844 -0.211405  0.007
C13 -2.180237 0.265980 -0.101457  -0.273
C14 3.031936 -1.274333 -0.211406  0.651
O1 4.038806 -1.938527 -0.194670  -0.573
H1 5.300686 3.571458 1.344512  0.207
H2 5.275946 3.349004 -0.471600  0.193
H3 4.526620 1.273003 1.650448  0.209
H4 4.519859 1.248116 -1.430620  0.207
H5 5.132970 -0.098268 -0.433276  0.271
H6 2.218249 2.004162 -0.496107  0.203
H7 -2.563675 -3.078196 0.230935  0.246
H8 -4.939168 -2.394717 0.278145  0.218
H9 -6.143289 0.797456 0.918581  0.229
H10 -6.623149 -0.748639 0.200239  0.217
H11 -6.224164 0.636935 -0.828276  0.229
H12 -1.406536 1.009094 -0.207798  0.266

Atoms 1-3, force components in eV/Å:
C 0.04 0.09 0.04
C -0.08 -0.14 -0.10
C 0.52 0.10 -0.06

Output
Orbital gap: 9.04 eV
E_HOMO: -8.95 eV
Lowest unoccupied orbital energy: 0.1 eV

***

Density functional theory data (ωB97M-V with the def2-TZVPD basis set) for an isolated ion of composition CH4N4 and charge +2.

Last column: natural (NBO) charge in e.
Cartesian coordinates (Å):
N1 2.660859 -0.301881 0.092741  0.470
N2 1.609664 -0.049506 0.055914  0.021
C1 -0.112648 0.067641 0.125293  0.842
N3 -0.549197 1.226455 0.019746  -0.711
N4 -0.492765 -1.149863 0.097814  -0.733
H1 -0.054668 2.048380 0.007968  0.493
H2 -1.525825 1.658103 -0.176980  0.552
H3 -0.007915 -2.090282 -0.202476  0.543
H4 -1.527502 -1.409043 -0.020024  0.523

Atoms 1-3, force components in eV/Å:
N 1.51 -0.20 -0.03
N -2.95 0.81 0.41
C 2.11 -2.68 -1.28

Output
Orbital gap: 11.13 eV
E_HOMO: -23.20 eV
Charge: +2
Lowest unoccupied orbital energy: -12.1 eV
Energy relative to the best compared isomer or geometry (same formula, charge and spin): 26.8 kcal per mole

***

Density functional theory data (ωB97M-V with the def2-TZVPD basis set) for a 8-piece molecular cluster, C60H70BFN10O17P overall.

Last column: Löwdin charge in e.
Cartesian coordinates (Å):
C1 4.433223 -2.076024 -3.422781  -0.122
C2 3.447788 -1.763453 -2.237019  -0.227
C3 1.948066 -2.235243 -2.489760  -0.148
C4 1.887620 -3.837231 -2.392681  -0.272
C5 2.181653 -4.383308 -0.937263  -0.049
C6 0.605771 -4.416354 -3.045172  -0.060
C7 0.491953 -4.930675 -4.429327  -0.218
P1 1.758632 -5.009039 -5.809855  0.931
C8 2.862879 -6.514871 -5.627161  -0.272
O1 2.676072 -3.585220 -5.578244  -0.338
N1 -0.837858 -5.381904 -4.560098  -0.031
C9 -1.310889 -6.001898 -5.826300  -0.103
C10 -1.913158 -4.973356 -6.864012  -0.160
F1 -1.315554 -5.170214 -8.118616  -0.053
C11 -1.580781 -5.186298 -3.404278  -0.125
C12 -3.070197 -5.586285 -3.213111  -0.072
C13 -4.073245 -4.367230 -3.084458  -0.154
C14 -4.021417 -3.410991 -4.360850  -0.137
C15 -2.911869 -2.296006 -4.225890  -0.191
N2 -3.500681 -0.968345 -3.817165  0.027
C16 -2.643182 0.022112 -4.467140  -0.441
C17 -1.288814 0.549457 -3.827023  0.015
O2 -3.014439 0.476844 -5.554365  0.043
N3 -0.686748 -4.590994 -2.532683  0.143
B1 -1.159559 -4.192343 -1.149830  -0.467
C18 -1.274289 -5.327872 0.003517  0.020
O3 -1.523043 -2.850426 -0.913706  0.065
H1 5.473585 -1.818612 -3.053892  0.084
H2 4.270830 -1.459211 -4.344204  0.080
H3 4.475389 -3.152986 -3.732999  0.051
H4 3.389806 -0.633268 -2.164595  0.115
H5 3.822428 -2.130864 -1.240697  0.105
H6 1.239531 -1.756420 -1.752595  0.116
H7 1.605545 -1.986183 -3.536704  0.109
H8 2.751542 -4.186775 -3.035986  0.117
H9 1.801118 -5.436766 -0.755716  0.067
H10 1.591530 -3.717682 -0.224932  0.097
H11 3.257958 -4.271732 -0.624088  0.091
H12 2.244570 -7.443350 -5.746425  0.049
H13 3.585214 -6.481532 -6.498948  0.055
H14 3.440670 -6.464635 -4.665767  0.045
H15 3.600914 -3.744424 -5.845017  0.057
H16 -0.474177 -6.569339 -6.329921  0.118
H17 -2.057070 -6.793028 -5.517260  0.128
H18 -3.024007 -5.180252 -6.932046  0.121
H19 -1.806388 -3.918365 -6.479549  0.113
H20 -3.140342 -6.167715 -2.242187  0.130
H21 -3.377057 -6.314887 -4.015863  0.123
H22 -3.922784 -3.825315 -2.113918  0.110
H23 -5.115086 -4.812019 -3.088665  0.126
H24 -3.872455 -4.096302 -5.246046  0.093
H25 -5.028175 -2.924698 -4.456477  0.118
H26 -2.404021 -2.185834 -5.235140  0.114
H27 -2.122114 -2.548139 -3.466210  0.108
H28 -4.442497 -0.898786 -4.211309  0.108
H29 -1.242357 0.444825 -2.708947  0.058
H30 -1.169688 1.652024 -4.082605  0.075
H31 -0.398003 0.011328 -4.250844  0.083
H32 -2.276571 -5.164027 0.500874  0.087
H33 -0.410877 -5.255312 0.714186  0.081
H34 -1.292827 -6.316810 -0.529043  0.072
H35 -2.482395 -2.801973 -0.729370  0.125
C19 -2.390231 3.997252 -4.843459  -0.075
C20 -1.732493 4.673345 -5.864768  -0.053
C21 -1.356054 5.998457 -5.692715  0.000
C22 -1.640456 6.635612 -4.491924  -0.162
C23 -2.304377 5.972185 -3.469238  -0.002
C24 -2.679600 4.648278 -3.649186  -0.061
N4 -1.221678 8.027556 -4.295483  -0.356
O4 -0.655407 8.586519 -5.220503  0.069
O5 -1.457420 8.543792 -3.218050  0.081
H36 -2.677786 2.960069 -4.979986  0.080
H37 -1.510464 4.164602 -6.795390  0.114
H38 -0.843727 6.515085 -6.494641  0.122
H39 -2.531774 6.467888 -2.533687  0.121
H40 -3.195291 4.119931 -2.855726  0.107
C25 5.177173 -7.245019 4.580337  -0.058
C26 3.827147 -7.044298 4.315259  -0.064
C27 3.382243 -6.959807 3.003970  -0.006
C28 4.298235 -7.082209 1.965781  -0.143
C29 5.649680 -7.275409 2.221777  0.011
C30 6.087003 -7.356038 3.535667  -0.054
N5 3.829301 -7.018739 0.578683  -0.331
O6 2.636747 -6.828737 0.386365  0.018
O7 4.651731 -7.161825 -0.307557  0.086
H41 5.521439 -7.316238 5.606254  0.112
H42 3.121307 -6.956874 5.132706  0.110
H43 2.328956 -6.803572 2.808260  0.115
H44 6.367507 -7.366599 1.415970  0.123
H45 7.137408 -7.509567 3.746406  0.093
C31 9.915426 -3.350513 6.419829  -0.068
C32 9.221690 -3.216836 5.222980  -0.065
C33 9.165282 -4.278019 4.330357  -0.004
C34 9.803919 -5.469560 4.649515  -0.149
C35 10.505636 -5.609625 5.839755  0.000
C36 10.559973 -4.543116 6.726176  -0.062
N6 9.725709 -6.601590 3.720440  -0.351
O8 9.116066 -6.438247 2.674601  0.053
O9 10.268398 -7.641546 4.045878  0.085
H46 9.953175 -2.521422 7.117771  0.110
H47 8.721915 -2.284747 4.987458  0.109
H48 8.622267 -4.163686 3.400635  0.119
H49 11.008603 -6.535498 6.089267  0.121
H50 11.102106 -4.641964 7.658950  0.111
C37 -2.154123 2.053239 3.596495  -0.058
C38 -1.493078 0.850178 3.812006  -0.052
C39 -1.327625 -0.047849 2.767747  0.001
C40 -1.825050 0.272052 1.510423  -0.138
C41 -2.493934 1.469572 1.288050  -0.001
C42 -2.657676 2.361321 2.338373  -0.057
N7 -1.630181 -0.663758 0.398003  -0.294
O10 -1.056062 -1.714880 0.630928  0.039
O11 -2.053082 -0.334053 -0.701420  0.049
H51 -2.277025 2.755516 4.413954  0.113
H52 -1.104017 0.614382 4.795180  0.114
H53 -0.811022 -0.982386 2.946104  0.118
H54 -2.887229 1.720118 0.310762  0.117
H55 -3.175105 3.299651 2.176568  0.112
C43 2.208852 8.577566 -3.198063  -0.060
C44 3.245082 9.166423 -2.483319  -0.057
C45 3.921993 8.439175 -1.513389  -0.001
C46 3.554687 7.121848 -1.271591  -0.148
C47 2.515900 6.528160 -1.975612  -0.001
C48 1.842373 7.261974 -2.941389  -0.061
N8 4.283055 6.341186 -0.265401  -0.352
O12 5.176417 6.897933 0.347236  0.077
O13 3.954634 5.177275 -0.102543  0.065
H56 1.684798 9.145819 -3.959191  0.102
H57 3.527308 10.192870 -2.684848  0.111
H58 4.727804 8.907286 -0.962267  0.120
H59 2.223832 5.502884 -1.786168  0.117
H60 1.032083 6.806904 -3.498664  0.092
C49 -7.599606 5.407161 3.387668  -0.058
C50 -6.796807 5.735480 4.473883  -0.052
C51 -6.130884 4.734971 5.170719  0.005
C52 -6.273933 3.413326 4.766907  -0.149
C53 -7.080257 3.076833 3.686841  -0.013
C54 -7.744770 4.080349 2.997072  -0.071
N9 -5.552179 2.357182 5.484704  -0.352
O14 -4.867152 2.684433 6.438935  0.068
O15 -5.673585 1.211669 5.082987  0.063
H61 -8.114497 6.190053 2.841348  0.111
H62 -6.689783 6.776169 4.773356  0.067
H63 -5.508243 4.999355 6.014487  0.104
H64 -7.197432 2.047173 3.372883  0.116
H65 -8.374315 3.830094 2.151194  0.106
C55 -6.071795 11.104472 9.081170  -0.065
C56 -5.387084 9.918809 9.320102  -0.061
C57 -5.207525 9.001604 8.294657  0.001
C58 -5.714537 9.284972 7.032731  -0.140
C59 -6.406527 10.463896 6.786675  0.001
C60 -6.584459 11.374975 7.817955  -0.061
N10 -5.505304 8.330103 5.940803  -0.331
O16 -4.910111 7.298100 6.195712  0.072
O17 -5.935978 8.626346 4.834890  0.061
H66 -6.205689 11.821810 9.883265  0.111
H67 -4.990404 9.711419 10.306740  0.111
H68 -4.672609 8.081026 8.491295  0.121
H69 -6.807084 10.685609 5.805474  0.120
H70 -7.120020 12.299166 7.637023  0.111

Atoms 1-3, force components in eV/Å:
C 0.99 0.02 0.63
C -0.95 0.95 -0.69
C 0.35 -0.98 -0.05

Output
Orbital gap: 8.30 eV
E_HOMO: -10.67 eV
Charge: +1
Lowest unoccupied orbital energy: -2.4 eV

***

Density functional theory data (ωB97M-V with the def2-TZVPD basis set) for a 3-piece molecular cluster, C3H10O2 overall.

Last column: natural (NBO) charge in e.
Cartesian coordinates (Å):
C1 3.036231 1.376508 4.052751  -0.456
C2 1.829201 0.913056 3.627743  -0.135
C3 1.646853 -0.206829 2.617112  -0.683
H1 3.211780 2.412188 4.318730  0.198
H2 3.675568 0.595253 4.462007  0.205
H3 0.939268 1.108790 4.231188  0.196
H4 2.483043 -0.140313 1.915362  0.217
H5 1.879936 -1.150700 3.104363  0.227
H6 0.774768 -0.028420 2.000925  0.230
O1 -0.971187 -0.873372 -3.321175  -0.938
H7 -0.269405 -0.449263 -3.823705  0.471
H8 -1.135112 -0.257937 -2.598713  0.468
O2 -4.330953 -0.813069 -4.934476  -0.937
H9 -4.832044 -0.014757 -4.728873  0.461
H10 -3.500474 -0.658784 -4.463452  0.475

Atoms 1-3, force components in eV/Å:
C -1.05 -0.53 0.35
C 0.02 -0.42 0.36
C 2.23 0.48 0.67

Output
Orbital gap: 8.81 eV
E_HOMO: -8.31 eV
Lowest unoccupied orbital energy: 0.5 eV
Energy relative to the best compared isomer or geometry (same formula, charge and spin): 64.2 kcal per mole